[1]
The following is a quantum chemistry calculation of a 11-piece molecular cluster, C45H118N8O17 overall at a distorted geometry, from the Open Molecules 2025 dataset.

frontier orbital gap = 8.71 eV
SMILES = COCCNCCOC.COCCNCCOC.COCCNCCOC.COCCNCCOC.COCCNCCOC.COCCNCCOC.NC(N)=O.CCO.CCO.CCO.CCO
HOMO level = -8.293 eV

Last column: Mulliken charge in e.
Element x y z (Å)
C (-1.50191, -4.66369, 1.93261)  -0.92
O (-2.13070, -3.88779, 0.95866)  0.03
C (-1.34313, -3.31820, -0.10848)  -0.78
C (-2.30144, -2.55151, -1.04747)  0.33
N (-3.15595, -3.53071, -1.73215)  -0.39
C (-4.24525, -3.00381, -2.48340)  0.70
C (-4.96034, -4.14772, -3.18206)  -1.25
O (-5.41416, -5.02010, -2.18555)  -0.27
C (-5.83341, -6.26793, -2.76597)  -0.90
H (-2.19390, -5.21459, 2.54576)  0.25
H (-0.93302, -4.01704, 2.61291)  0.24
H (-0.77246, -5.34126, 1.39440)  0.35
H (-0.83833, -4.17424, -0.62798)  0.52
H (-0.57834, -2.65994, 0.33926)  0.27
H (-1.80468, -1.96150, -1.77022)  0.52
H (-2.77832, -1.74522, -0.43452)  -0.70
H (-3.46167, -4.26807, -1.14096)  0.43
H (-3.93479, -2.34946, -3.27212)  0.20
H (-4.95604, -2.47376, -1.78054)  -0.43
H (-4.24103, -4.69162, -3.78054)  0.54
H (-5.81836, -3.82329, -3.80297)  0.42
H (-4.96208, -6.67027, -3.26882)  0.37
H (-6.71440, -6.16269, -3.39624)  0.29
H (-5.97102, -6.97399, -1.98611)  0.27
C (8.43092, -6.27213, -2.20338)  -0.73
O (7.37131, -5.39458, -2.40824)  -0.26
C (6.64668, -5.75643, -3.53811)  -0.67
C (5.92815, -4.49888, -4.04725)  -0.63
N (5.15203, -3.81215, -2.97827)  -0.39
C (5.27808, -2.37390, -3.08784)  -1.01
C (4.52096, -1.56647, -2.01155)  -0.05
O (5.19236, -1.74343, -0.78527)  -0.34
C (4.79880, -0.90417, 0.29115)  -0.43
H (8.99096, -6.09141, -1.27856)  0.24
H (9.13985, -6.17867, -3.06119)  0.30
H (8.06796, -7.32351, -2.16670)  0.29
H (5.99141, -6.55062, -3.41331)  0.39
H (7.37536, -6.13512, -4.28442)  0.45
H (5.24546, -4.71473, -4.87698)  0.35
H (6.67853, -3.83759, -4.37443)  0.35
H (5.37736, -4.01468, -2.00476)  0.34
H (4.90418, -2.01608, -4.02467)  0.54
H (6.33987, -2.00716, -2.99640)  0.26
H (3.46588, -1.84470, -1.97519)  0.29
H (4.48240, -0.53301, -2.42301)  0.07
H (3.73595, -1.05368, 0.57115)  -0.02
H (4.89786, 0.13863, 0.12091)  0.33
H (5.46495, -1.14403, 1.13344)  0.30
C (5.12980, -1.06628, -8.07901)  -0.74
O (4.10398, -0.47699, -7.21094)  -0.26
C (2.85842, -0.20982, -7.77783)  -0.74
C (1.92260, 0.43856, -6.87137)  -0.24
N (1.64542, -0.30928, -5.64793)  -0.17
C (1.06399, 0.42397, -4.55967)  -0.49
C (2.03494, 1.32397, -3.91548)  -0.18
O (1.47837, 1.80493, -2.71123)  0.20
C (2.37940, 2.51983, -1.93262)  -0.98
H (5.59030, -0.24713, -8.60372)  0.29
H (4.67027, -1.77371, -8.79949)  0.34
H (5.80120, -1.62529, -7.43011)  0.18
H (2.34820, -1.15877, -8.04914)  0.35
H (2.95273, 0.36399, -8.73458)  0.40
H (0.99107, 0.69953, -7.37169)  0.34
H (2.43879, 1.42405, -6.64983)  0.21
H (2.53575, -0.78349, -5.36499)  0.17
H (0.67695, -0.27023, -3.78590)  -0.01
H (0.22494, 1.03227, -4.96491)  0.13
H (2.34062, 2.14750, -4.64185)  0.15
H (2.90996, 0.74044, -3.75933)  0.21
H (3.38569, 2.04388, -1.79936)  0.35
H (2.01581, 2.63620, -0.90535)  -0.07
H (2.64512, 3.43388, -2.39563)  0.61
C (4.99955, 7.07788, 2.49564)  -0.85
O (3.86117, 6.44016, 1.85326)  -0.31
C (4.06216, 6.12024, 0.46546)  -1.13
C (2.76133, 5.60392, -0.18568)  1.18
N (1.86578, 6.72908, -0.56501)  -0.31
C (0.88492, 6.33647, -1.56411)  -1.40
C (-0.26373, 5.35349, -1.25157)  1.04
O (-1.27970, 5.51078, -2.24785)  -0.48
C (-1.94565, 4.30710, -2.54387)  -0.60
H (4.51134, 7.75188, 3.27046)  0.27
H (5.59638, 7.63569, 1.72391)  0.32
H (5.74604, 6.39622, 2.87647)  0.29
H (4.87856, 5.40671, 0.37196)  0.39
H (4.34814, 7.03456, -0.10274)  0.47
H (2.31079, 4.87580, 0.44809)  -0.65
H (3.15569, 5.11221, -1.08599)  0.04
H (1.47410, 7.07432, 0.31305)  0.31
H (1.43198, 5.90679, -2.37399)  0.35
H (0.42750, 7.24253, -1.94605)  0.41
H (-0.69422, 5.56035, -0.26257)  0.11
H (0.13044, 4.35531, -1.35575)  -0.36
H (-2.34322, 3.90823, -1.59274)  0.33
H (-1.35441, 3.48772, -2.93864)  0.22
H (-2.84221, 4.54843, -3.12916)  0.44
C (-7.77388, -2.85913, 0.06375)  -0.52
O (-6.89015, -2.25307, 1.04266)  -0.40
C (-5.67060, -3.03680, 1.32787)  -0.55
C (-4.75551, -2.10204, 2.08908)  0.27
N (-5.55936, -1.47106, 3.12868)  -0.33
C (-4.92393, -0.38713, 3.84814)  0.35
C (-5.91845, 0.62705, 4.41947)  -0.81
O (-6.58625, 1.30873, 3.40029)  -0.18
C (-7.51644, 2.23965, 3.89183)  -0.83
H (-8.36937, -3.67256, 0.43518)  0.29
H (-7.09701, -3.25436, -0.70299)  0.01
H (-8.42406, -2.10080, -0.32563)  0.28
H (-5.24586, -3.47501, 0.43265)  0.16
H (-5.96356, -3.87170, 1.98353)  0.46
H (-4.29314, -1.43365, 1.30259)  -0.31
H (-3.93887, -2.75558, 2.47139)  -0.01
H (-6.40528, -1.11729, 2.68348)  0.45
H (-4.23256, 0.15458, 3.23371)  -0.41
H (-4.43054, -0.86835, 4.69559)  0.26
H (-5.26530, 1.27445, 5.11065)  0.27
H (-6.68257, 0.17792, 5.02314)  0.54
H (-7.13176, 3.20573, 4.14911)  0.29
H (-8.07313, 1.87687, 4.79668)  0.31
H (-8.19030, 2.31297, 3.07832)  0.27
C (-0.38538, 3.44048, 1.69768)  -0.46
O (-1.58813, 3.38446, 0.89751)  0.05
C (-2.78514, 3.35103, 1.71727)  -0.12
C (-3.86256, 3.38618, 0.69002)  -1.29
N (-3.79933, 2.04916, 0.08536)  0.48
C (-4.73792, 1.79492, -0.99188)  -0.95
C (-4.35639, 0.37069, -1.50013)  -0.02
O (-3.09807, 0.22115, -2.08631)  0.69
C (-2.98062, 0.72307, -3.37355)  -0.58
H (-0.25890, 2.81483, 2.58391)  0.01
H (-0.29139, 4.42111, 2.06576)  0.91
H (0.42737, 3.29894, 0.99417)  -0.54
H (-2.77560, 4.16965, 2.37634)  0.81
H (-2.85057, 2.45101, 2.39008)  -0.30
H (-3.71149, 4.20649, 0.07529)  0.36
H (-4.79806, 3.52634, 1.31979)  0.33
H (-2.87818, 1.81671, -0.30398)  -0.24
H (-4.65127, 2.50091, -1.82046)  0.33
H (-5.76692, 1.79411, -0.63664)  0.48
H (-5.08005, -0.14233, -2.16736)  0.57
H (-4.35632, -0.19524, -0.57471)  -0.70
H (-1.94720, 0.58777, -3.68560)  -0.10
H (-3.13382, 1.77309, -3.37751)  0.17
H (-3.70889, 0.25240, -4.11712)  0.24
C (3.83532, -1.80300, 5.01182)  -1.55
C (3.03969, -1.25569, 3.83770)  1.08
O (2.15382, -2.31857, 3.33759)  -0.72
H (4.51909, -2.64323, 4.77156)  0.35
H (3.17131, -2.01911, 5.87339)  0.29
H (4.44801, -1.00070, 5.35367)  0.46
H (3.67156, -0.99834, 2.98060)  -0.08
H (2.46692, -0.42589, 4.28752)  -0.28
H (1.38330, -1.93852, 2.83135)  0.37
C (0.41377, 0.18180, -0.00733)  -0.03
C (-0.53931, -0.25653, 1.15339)  0.31
O (0.20360, -0.64279, 2.31855)  1.51
H (1.25978, -0.51269, -0.07483)  0.14
H (0.87333, 1.16615, 0.21838)  -0.79
H (-0.04881, 0.14971, -1.00677)  0.53
H (-1.21409, -1.03119, 0.80201)  -0.39
H (-1.11133, 0.63985, 1.38630)  -0.36
H (0.33046, 0.16620, 2.89484)  -0.84
C (0.31617, -1.89387, 6.47407)  -0.59
C (-0.26732, -3.04730, 5.63537)  0.19
O (0.66874, -4.01015, 5.19629)  -0.64
H (-0.56735, -1.32815, 6.94938)  0.26
H (0.96524, -1.19192, 5.92801)  -0.21
H (0.87897, -2.30764, 7.33883)  0.38
H (-0.80506, -2.63077, 4.79973)  -0.30
H (-0.99592, -3.63214, 6.20459)  0.48
H (1.36975, -3.51688, 4.71964)  0.38
C (4.03637, 2.94272, 3.97214)  -1.24
C (2.90260, 3.24688, 2.99733)  1.20
O (2.34826, 4.49371, 3.22436)  -0.58
H (3.70756, 3.08638, 4.99285)  0.31
H (4.85983, 3.65381, 3.76441)  0.37
H (4.36846, 1.94234, 3.80055)  0.24
H (2.07469, 2.56121, 3.13930)  -0.51
H (3.20096, 3.04339, 1.94001)  -0.11
H (2.79267, 5.23051, 2.80202)  0.43
C (-0.35892, 1.19204, 4.98953)  0.24
O (0.72039, 1.20839, 4.42126)  -0.42
N (-1.45118, 0.41327, 4.70918)  0.20
N (-0.58754, 1.97820, 6.06799)  -0.49
H (-1.25859, -0.35378, 4.08586)  -0.25
H (-2.38945, 0.49964, 5.03200)  0.09
H (-1.44619, 1.88116, 6.55581)  0.15
H (0.27352, 2.22419, 6.54747)  0.25

=====

[2]
The following is a quantum chemistry calculation of a 10-piece molecular cluster, C45H119N9O13 overall at a distorted geometry, from the Open Molecules 2025 dataset.

frontier orbital gap = 8.73 eV
SMILES = COC[C@H](C)N.COC[C@H](C)N.COC[C@H](C)N.COC[C@H](C)N.COC[C@H](C)N.COC[C@H](C)N.COCCNCCOC.COCCNCCOC.COCCNCCOC.CC(C)O
energy above the lowest of the compared OMol25 structures with the same formula, charge and spin = 194.8 kcal/mol
HOMO level = -8.326 eV

Last column: Mulliken charge in e.
Element x y z (Å)
C (-1.58358, 0.05819, -0.27221)  -1.13
C (-0.45473, 0.18563, -1.37740)  0.32
C (-0.16544, 1.64699, -1.89233)  -1.18
O (0.78143, -0.34209, -0.88268)  -0.53
H (-2.62532, 0.14714, -0.58040)  0.35
H (-1.50534, 0.68976, 0.61269)  0.31
H (-1.40916, -0.93376, 0.14461)  0.28
H (-0.76583, -0.40993, -2.23565)  0.31
H (-0.03443, 2.29777, -1.02778)  0.32
H (-1.09377, 2.00039, -2.34113)  0.35
H (0.62343, 1.63500, -2.64440)  0.28
H (0.79887, -1.20353, -1.30602)  0.32
C (2.20518, -6.53798, -4.19301)  -0.74
O (1.03904, -5.84843, -3.63455)  -0.35
C (-0.07514, -6.63893, -3.43323)  -0.53
C (-0.71659, -7.03886, -4.79919)  -0.51
N (-0.50412, -6.11791, -5.94439)  -0.29
C (-1.02109, -6.51562, -7.27202)  -0.50
C (-2.49629, -6.25788, -7.61809)  -0.49
O (-2.75836, -6.82988, -8.90416)  -0.31
C (-4.06275, -7.47479, -9.03666)  -0.73
H (2.02753, -7.04151, -5.14326)  0.27
H (2.53188, -7.32436, -3.51258)  0.32
H (3.11528, -5.97212, -4.39204)  0.25
H (-0.83203, -6.20074, -2.78269)  0.32
H (0.26101, -7.46574, -2.80754)  0.32
H (-1.77181, -7.16793, -4.55843)  0.31
H (-0.22115, -7.95224, -5.12838)  0.37
H (0.45772, -5.81278, -5.98759)  0.24
H (-0.76305, -7.56180, -7.43632)  0.25
H (-0.54651, -5.80605, -7.94981)  0.30
H (-2.74710, -5.20048, -7.70244)  0.25
H (-3.11955, -6.63654, -6.80798)  0.37
H (-4.11180, -7.91079, -10.03445)  0.27
H (-4.93394, -6.82605, -8.94573)  0.30
H (-4.20324, -8.31913, -8.36180)  0.32
C (0.96381, 6.27201, 9.56858)  -0.74
O (0.57926, 5.90869, 8.25276)  -0.32
C (-0.00784, 4.64517, 8.04149)  -0.80
C (-0.82847, 4.46488, 6.76400)  -0.46
N (-1.85128, 5.48940, 6.86503)  -0.41
C (-2.44676, 5.64556, 5.57867)  -0.66
C (-2.97782, 7.11155, 5.32160)  -0.66
O (-1.91617, 8.06626, 4.98591)  -0.34
C (-2.43759, 9.45448, 4.72073)  -0.76
H (0.11313, 6.10973, 10.23048)  0.33
H (1.40152, 7.26715, 9.64729)  0.25
H (1.76362, 5.67324, 10.00435)  0.31
H (-0.58818, 4.41376, 8.93466)  0.39
H (0.80160, 3.93127, 8.19399)  0.50
H (-1.19240, 3.44192, 6.66806)  0.33
H (-0.10500, 4.68359, 5.97860)  0.34
H (-1.43560, 6.39795, 7.01278)  0.30
H (-3.27399, 4.93719, 5.53371)  0.34
H (-1.80136, 5.43027, 4.72708)  0.36
H (-3.57161, 7.45850, 6.16728)  0.36
H (-3.63998, 7.06458, 4.45706)  0.49
H (-1.90921, 9.95370, 3.90850)  0.27
H (-2.26407, 10.04630, 5.61948)  0.27
H (-3.43234, 9.55629, 4.28691)  0.32
C (6.67389, -4.28672, 3.84094)  -0.78
O (6.92174, -3.30999, 4.78629)  -0.31
C (6.11104, -3.57919, 5.94283)  -0.56
C (6.47385, -2.67067, 7.21672)  -0.91
N (7.84826, -2.67400, 7.59716)  -0.33
C (8.42731, -3.97145, 8.02386)  -0.33
C (9.87562, -3.79576, 8.33688)  -0.78
O (10.51617, -3.71462, 6.99329)  -0.29
C (11.89551, -3.41590, 6.97917)  -0.71
H (7.13764, -3.90550, 2.93116)  0.26
H (5.61637, -4.38103, 3.59423)  0.32
H (7.20383, -5.22217, 4.02038)  0.31
H (6.21131, -4.64583, 6.14365)  0.40
H (5.04334, -3.55054, 5.72530)  0.47
H (5.87957, -2.99660, 8.07037)  0.36
H (6.16678, -1.65201, 6.97977)  0.38
H (8.41159, -2.23405, 6.88357)  0.30
H (8.25511, -4.55625, 7.12029)  0.26
H (7.95616, -4.38089, 8.91743)  0.32
H (10.31812, -4.58867, 8.93987)  0.47
H (10.03383, -2.90485, 8.94461)  0.35
H (12.08522, -2.37247, 7.23088)  0.25
H (12.12741, -3.54097, 5.92149)  0.21
H (12.21491, -4.18494, 7.68248)  0.32
C (-1.80956, -2.43982, 9.03319)  -1.28
C (-2.65754, -3.42195, 8.17720)  0.36
C (-1.93129, -4.82678, 8.04175)  -0.56
O (-2.16746, -5.55146, 6.82204)  -0.37
C (-1.86709, -4.86790, 5.59926)  -0.62
N (-4.02389, -3.56065, 8.75657)  -0.71
H (-0.76713, -2.37939, 8.72048)  0.38
H (-1.96971, -2.76917, 10.05983)  0.29
H (-2.21945, -1.43257, 8.95893)  0.34
H (-2.86780, -2.92799, 7.22858)  0.24
H (-2.06248, -5.59531, 8.80350)  0.26
H (-0.85908, -4.67482, 7.91775)  0.32
H (-2.52460, -4.00053, 5.54069)  0.23
H (-2.06803, -5.44936, 4.69946)  0.26
H (-0.82486, -4.54873, 5.59720)  0.28
H (-3.77332, -3.92925, 9.66290)  0.29
H (-4.44260, -4.33471, 8.26099)  0.28
C (4.75066, 6.07830, -2.77412)  -1.36
C (5.52789, 5.67055, -1.45384)  0.31
C (5.22433, 4.20850, -1.00833)  -0.67
O (6.07970, 3.88130, 0.06579)  -0.32
C (5.78041, 2.55615, 0.58931)  -0.74
N (6.93460, 5.80583, -1.80062)  -0.69
H (5.08383, 5.65343, -3.72100)  0.37
H (4.86129, 7.14763, -2.95409)  0.40
H (3.68794, 5.83987, -2.73079)  0.34
H (5.30986, 6.27908, -0.57620)  0.30
H (5.52314, 3.47826, -1.76037)  0.27
H (4.16063, 4.05501, -0.82640)  0.39
H (4.82211, 2.61666, 1.10517)  0.31
H (6.55762, 2.18871, 1.25940)  0.27
H (5.66983, 1.74542, -0.13083)  0.29
H (6.96555, 6.75576, -2.14233)  0.28
H (6.92084, 5.38825, -2.72015)  0.26
C (-7.48576, 3.77684, -2.56930)  -1.19
C (-8.87723, 3.41519, -3.30426)  0.36
C (-9.11338, 3.90272, -4.76630)  -0.71
O (-10.46372, 3.58545, -5.22019)  -0.34
C (-10.53773, 3.16876, -6.61031)  -0.65
N (-9.10430, 1.95358, -3.16468)  -0.68
H (-7.61102, 4.78237, -2.16766)  0.31
H (-6.73007, 3.79310, -3.35465)  0.27
H (-7.18117, 3.02512, -1.84113)  0.36
H (-9.58908, 3.97238, -2.69521)  0.23
H (-8.37557, 3.46117, -5.43620)  0.42
H (-8.94365, 4.97862, -4.80775)  0.32
H (-11.50844, 3.23857, -7.10117)  0.26
H (-10.23543, 2.12366, -6.54342)  0.28
H (-9.93063, 3.75541, -7.29978)  0.28
H (-8.98077, 1.37130, -3.98065)  0.23
H (-10.08375, 1.72256, -3.07860)  0.26
C (-8.14630, 0.10006, 5.50092)  -1.33
C (-8.58657, -0.84852, 4.35992)  0.36
C (-10.05640, -0.93446, 3.99904)  -0.76
O (-10.21583, -1.77965, 2.85330)  -0.33
C (-11.38401, -1.49536, 2.11355)  -0.69
N (-7.89393, -0.54125, 3.11194)  -0.77
H (-7.11155, 0.12055, 5.84294)  0.34
H (-8.61508, -0.19155, 6.44076)  0.33
H (-8.54250, 1.03178, 5.09716)  0.29
H (-8.24580, -1.84953, 4.62437)  0.33
H (-10.42768, 0.08749, 3.92255)  0.40
H (-10.55892, -1.45452, 4.81458)  0.38
H (-12.25461, -1.51706, 2.76906)  0.28
H (-11.47042, -2.32742, 1.41475)  0.23
H (-11.16705, -0.54199, 1.63177)  0.31
H (-8.53017, -0.03645, 2.51153)  0.28
H (-7.96611, -1.41587, 2.61201)  0.34
C (10.13768, -1.70484, -4.60808)  -1.55
C (9.77871, -0.45737, -5.39086)  0.87
C (8.53840, 0.19297, -4.90440)  -0.83
O (8.11780, 1.43133, -5.50381)  -0.33
C (7.35475, 1.26343, -6.64215)  -0.76
N (10.93222, 0.42384, -5.65387)  -0.77
H (10.75461, -2.36464, -5.21814)  0.38
H (9.27057, -2.33878, -4.42273)  0.38
H (10.79396, -1.54762, -3.75211)  0.40
H (9.43546, -0.76647, -6.37815)  0.08
H (8.75279, 0.54174, -3.89420)  0.33
H (7.79414, -0.59336, -4.77846)  0.38
H (6.28376, 1.17557, -6.45944)  0.28
H (7.69948, 0.39811, -7.20827)  0.30
H (7.51659, 2.02326, -7.40671)  0.30
H (11.64608, -0.13586, -6.09799)  0.26
H (10.70143, 1.12829, -6.33987)  0.25
C (-0.95706, 0.16700, -10.02285)  -1.31
C (-2.00027, 1.26976, -10.14642)  0.52
C (-1.49054, 2.59484, -9.53157)  -0.73
O (-2.79153, 3.28275, -9.41857)  -0.32
C (-2.83220, 4.33828, -8.44576)  -0.68
N (-2.20968, 1.41937, -11.56937)  -0.80
H (-1.10861, -0.62992, -10.75090)  0.37
H (-1.00934, -0.21590, -9.00366)  0.36
H (0.03630, 0.60717, -10.10990)  0.28
H (-2.89899, 0.91490, -9.64195)  0.28
H (-0.74836, 3.09715, -10.15205)  0.33
H (-1.06961, 2.46425, -8.53465)  0.41
H (-2.82486, 5.29705, -8.96423)  0.24
H (-1.99316, 4.33509, -7.75000)  0.32
H (-3.77022, 4.20295, -7.90733)  0.21
H (-2.79770, 2.24041, -11.58411)  0.29
H (-2.80933, 0.67249, -11.88979)  0.25

=====

Q: Look up the HOMO level of the first one.
A: -8.293 eV